Density functional theory data (ωB97M-V/def2-TZVPD) for an isolated molecule of H4N4O in a non-equilibrium geometry.

ORCA input file:
```
! RIJCOSX wB97M-V def2-TZVPD def2/J DEFGRID3
* xyz 0 1
N 0.164 -0.616 -0.899
N -0.667 -0.324 0.206
N -0.314 0.755 0.966
N 0.641 0.817 2.200
O 0.732 1.921 2.626
H 0.138 0.172 -1.542
H 1.133 -0.794 -0.636
H -0.754 -1.162 0.776
H -0.664 1.661 0.677
*
```

HOMO: -9.061 eV
HOMO-LUMO gap: 9.3314 eV
molecular weight: 76.06 g mol⁻¹
ΔE to the lowest compared entry with this formula, charge and spin: 0.623 eV
DFT total energy: -296.502998 a.u.
SMILES string: NNNN=O